Model one:
Formula: C5H11O2
Source: the OMol25 dataset
Level of theory: ωB97M-V/def2-TZVPD

Positions of all 18 atoms, in Å:
O1 0.49 -0.95 -3.12
O2 -1.23 -0.87 -1.84
C1 0.39 -0.54 1.00
C2 1.10 0.02 2.28
C3 -1.18 -0.57 1.18
C4 -0.25 -0.37 -2.42
C5 0.07 1.27 -2.27
H1 -1.72 -1.50 1.08
H2 1.09 -0.67 3.11
H3 1.01 1.56 -2.97
H4 0.67 0.88 2.75
H5 -1.45 -0.27 2.10
H6 -1.69 0.14 0.47
H7 2.15 0.15 2.01
H8 0.00 1.41 -1.22
H9 -0.83 1.74 -2.81
H10 0.71 -1.45 0.60
H11 0.65 0.02 0.05

For the frontier orbital gap (alpha / beta), the calculation gives 11.28 / 6.82 eV. Its expectation value of S² is 0.756. The spin multiplicity is 2. For the LUMO energy (alpha / beta), the calculation gives 0.0278 / -0.1287 Ha.

For each atom in turn, the Mulliken charge in e is: O -0.234; O -0.548; C 0.138; C -1.369; C -1.128; C 0.699; C -0.739; H 0.317; H 0.354; H 0.306; H 0.372; H 0.505; H 0.196; H 0.347; H 0.285; H 0.290; H 0.396; H -0.185


Model two:
Formula: C5H11O2
Source: the OMol25 dataset
Level of theory: ωB97M-V/def2-TZVPD

Positions of all 18 atoms, in Å:
O1 0.12 -2.01 1.04
O2 0.59 -1.39 -1.06
C1 -1.36 -0.54 -0.22
C2 -2.40 -0.45 0.91
C3 1.33 1.77 0.16
C4 1.58 2.92 -0.79
C5 -0.13 -1.41 0.02
H1 -1.85 -0.84 -1.15
H2 -2.59 -1.46 1.28
H3 2.58 3.34 -0.68
H4 1.41 1.95 1.22
H5 -1.02 0.47 -0.40
H6 1.41 2.70 -1.85
H7 1.96 0.91 -0.12
H8 -1.92 0.07 1.73
H9 0.83 3.71 -0.69
H10 0.43 1.20 -0.14
H11 -3.31 0.01 0.57

For the frontier orbital gap (alpha / beta), the calculation gives 11.77 / 7.69 eV. Its expectation value of S² is 0.754. The spin multiplicity is 2. For the LUMO energy (alpha / beta), the calculation gives 0.0309 / -0.1131 Ha.

For each atom in turn, the Mulliken charge in e is: O -0.560; O -0.235; C -0.283; C -1.151; C -0.206; C -0.990; C 0.683; H 0.377; H 0.300; H 0.305; H 0.371; H 0.217; H 0.314; H 0.253; H 0.284; H 0.296; H -0.351; H 0.376


Model three:
Formula: C5H11O2
Source: the OMol25 dataset
Level of theory: ωB97M-V/def2-TZVPD

Positions of all 18 atoms, in Å:
O1 1.33 -0.53 -0.03
O2 2.54 -2.87 0.06
C1 1.44 0.75 -0.28
C2 -1.36 -0.21 0.67
C3 -1.22 1.19 0.10
C4 0.08 1.52 -0.63
C5 -2.42 -0.99 0.68
H1 2.89 -3.21 -0.77
H2 2.22 -1.98 -0.11
H3 -0.58 -0.38 1.40
H4 -3.27 -0.84 0.02
H5 2.19 1.17 -0.97
H6 0.37 2.56 -0.61
H7 -1.47 1.86 0.92
H8 -2.01 1.25 -0.65
H9 -2.37 -1.92 1.23
H10 1.70 1.34 0.64
H11 -0.06 1.26 -1.66

For the frontier orbital gap (alpha / beta), the calculation gives 10.51 / 7.42 eV. Its expectation value of S² is 0.755. The spin multiplicity is 2. For the LUMO energy (alpha / beta), the calculation gives 0.0288 / -0.0824 Ha.

For each atom in turn, the Mulliken charge in e is: O -0.482; O -0.648; C -0.445; C -0.014; C -0.425; C -0.641; C -0.812; H 0.295; H 0.482; H 0.201; H 0.276; H 0.407; H 0.386; H 0.290; H 0.289; H 0.264; H 0.265; H 0.310


Winner for stability: model two


Model one:
Formula: C4H6ClNOS
Source: the OMol25 dataset
Level of theory: ωB97M-V/def2-TZVPD

Positions of all 14 atoms, in Å:
Cl1 1.07 -0.71 -2.47
S1 -1.10 0.16 1.86
O1 1.06 -2.42 -0.04
N1 -0.25 -1.27 1.19
C1 0.54 -0.25 -0.83
C2 -0.43 1.33 0.65
C3 0.44 -1.39 0.10
C4 -0.50 0.83 -0.82
H1 1.37 0.35 -0.44
H2 -1.57 0.45 -0.96
H3 -0.22 -2.29 1.61
H4 -0.98 2.29 0.83
H5 -0.13 1.58 -1.63
H6 0.71 1.34 0.96

For the frontier orbital gap, the calculation gives 9.30 eV. As for the structure (SMILES): O=C1NSCC[C@@H]1Cl. For the LUMO energy, the calculation gives 0.0168 Ha.

For each atom in turn, the Mulliken charge in e is: Cl -0.172; S -0.011; O -0.656; N -0.261; C 0.020; C -0.619; C 0.476; C -0.421; H 0.174; H 0.270; H 0.283; H 0.336; H 0.282; H 0.300


Model two:
Formula: C4H6ClNOS
Source: the OMol25 dataset
Level of theory: ωB97M-V/def2-TZVPD

Positions of all 14 atoms, in Å:
Cl1 -3.19 0.21 -0.09
S1 0.86 -1.16 -0.87
O1 0.84 3.02 0.02
N1 -0.45 1.28 -0.46
C1 1.25 -1.37 0.87
C2 0.71 1.95 -0.55
C3 -0.60 -0.17 -0.67
C4 -1.78 -0.73 -0.47
H1 -1.09 1.69 0.24
H2 1.52 1.38 -1.02
H3 2.12 -0.78 1.17
H4 0.41 -1.11 1.50
H5 1.38 -2.48 0.99
H6 -1.98 -1.76 -0.67

For the frontier orbital gap, the calculation gives 9.86 eV. As for the structure (SMILES): CS/C(=C/Cl)NC=O. For the LUMO energy, the calculation gives 0.0210 Ha.

For each atom in turn, the Mulliken charge in e is: Cl -0.179; S -0.105; O -0.566; N -0.240; C -0.732; C 0.110; C 0.017; C -0.180; H 0.248; H 0.340; H 0.268; H 0.307; H 0.307; H 0.405


Winner for stability: model two


Model one:
Formula: C4H12OP2
Source: the OMol25 dataset
Level of theory: ωB97M-V/def2-TZVPD

Positions of all 19 atoms, in Å:
P1 1.45 0.03 -1.59
P2 0.17 -0.03 0.57
O1 2.75 0.70 -1.93
C1 0.31 1.18 -2.43
C2 1.05 -1.61 1.16
C3 -1.46 -0.57 -0.21
C4 -0.62 0.76 2.12
H1 0.97 -2.27 0.33
H2 0.69 1.43 -3.39
H3 -0.70 1.80 1.83
H4 0.10 0.65 2.90
H5 -1.61 0.36 2.36
H6 -1.33 -1.04 -1.25
H7 0.20 2.01 -1.78
H8 0.41 -1.94 1.97
H9 -1.84 -1.35 0.47
H10 -1.86 0.44 0.00
H11 -0.77 0.80 -2.48
H12 2.09 -1.34 1.32

For the frontier orbital gap, the calculation gives 8.14 eV. As for the structure (SMILES): CP(=O)=P(C)(C)C. For the LUMO energy, the calculation gives 0.0100 Ha.

For each atom in turn, the Mulliken charge in e is: P 0.343; P 0.583; O -0.589; C -0.981; C -1.293; C -1.217; C -1.258; H 0.417; H 0.356; H 0.373; H 0.395; H 0.365; H 0.402; H 0.303; H 0.405; H 0.390; H 0.332; H 0.289; H 0.383


Model two:
Formula: C4H12OP2
Source: the OMol25 dataset
Level of theory: ωB97M-V/def2-TZVPD

Positions of all 19 atoms, in Å:
P1 0.62 -0.56 -0.53
P2 -0.88 0.92 0.19
O1 1.52 -1.61 1.80
C1 -2.09 0.75 -1.20
C2 1.39 0.70 -1.60
C3 -1.63 -0.23 1.44
C4 1.93 -0.75 0.90
H1 -2.17 -1.04 0.88
H2 -3.05 1.19 -0.91
H3 0.86 1.63 -1.21
H4 1.15 0.76 -2.68
H5 -1.59 1.21 -1.92
H6 1.73 -2.57 1.70
H7 -2.30 0.33 2.03
H8 2.50 0.83 -1.48
H9 2.98 -0.89 0.44
H10 -2.42 -0.34 -1.24
H11 -0.66 -0.59 1.97
H12 2.10 0.25 1.42

For the frontier orbital gap, the calculation gives 8.65 eV. As for the structure (SMILES): CP(C)#P(C)CO. For the LUMO energy, the calculation gives 0.0304 Ha.

For each atom in turn, the Mulliken charge in e is: P 0.055; P 0.017; O -0.475; C -1.060; C -0.916; C -0.915; C -0.501; H 0.290; H 0.367; H 0.249; H 0.343; H 0.362; H 0.320; H 0.378; H 0.317; H 0.356; H 0.323; H 0.233; H 0.257


Winner for stability: model one


Model one:
Formula: C3H2N2
Source: the OMol25 dataset
Level of theory: ωB97M-V/def2-TZVPD

Positions of all 7 atoms, in Å:
N1 -0.44 1.05 2.25
N2 -1.13 -0.75 -1.43
C1 -0.12 -0.85 -0.73
C2 0.44 0.41 -0.02
C3 -0.11 0.80 1.16
H1 0.92 1.12 -0.67
H2 0.43 -1.78 -0.56

For the frontier orbital gap (alpha / beta), the calculation gives 8.45 / 8.96 eV. For the LUMO energy (alpha / beta), the calculation gives -0.0728 / -0.0432 Ha.

For each atom in turn, the Mulliken charge in e is: N -0.334; N -0.360; C 0.030; C -0.540; C 0.526; H 0.344; H 0.335


Model two:
Formula: C3H2N2
Source: the OMol25 dataset
Level of theory: ωB97M-V/def2-TZVPD

Positions of all 7 atoms, in Å:
N1 -0.09 -0.05 -0.13
N2 0.41 -1.62 2.42
C1 -0.11 -0.72 1.93
C2 0.35 -0.80 -0.95
C3 -0.58 0.22 1.02
H1 1.24 -0.82 -1.53
H2 -1.24 1.05 1.20

For the frontier orbital gap, the calculation gives 8.69 eV. For the LUMO energy, the calculation gives 0.0004 Ha.

For each atom in turn, the Mulliken charge in e is: N 0.004; N -0.416; C 0.398; C -0.196; C -0.439; H 0.275; H 0.374


Winner for stability: model two


Model one:
Formula: C3H4BrN
Source: the OMol25 dataset
Level of theory: ωB97M-V/def2-TZVPD

Positions of all 9 atoms, in Å:
Br1 1.50 -0.68 2.01
N1 -1.65 0.35 -2.06
C1 -0.32 0.52 0.12
C2 -1.03 0.46 -1.08
C3 0.63 -0.66 0.28
H1 0.37 1.37 0.02
H2 -0.91 0.78 0.95
H3 1.36 -0.48 -0.39
H4 0.07 -1.66 0.15

For the frontier orbital gap, the calculation gives 11.45 eV. As for the structure (SMILES): N#CCCBr. For the LUMO energy, the calculation gives 0.0227 Ha.

For each atom in turn, the Mulliken charge in e is: Br -0.155; N -0.392; C -0.457; C 0.236; C -0.569; H 0.244; H 0.382; H 0.365; H 0.347


Model two:
Formula: C3H4BrN
Source: the OMol25 dataset
Level of theory: ωB97M-V/def2-TZVPD

Positions of all 9 atoms, in Å:
Br1 -1.41 -1.92 -1.39
N1 0.60 -0.36 1.83
C1 -0.30 -0.13 0.96
C2 0.08 0.16 -0.33
C3 0.64 0.71 -1.33
H1 -1.39 -0.19 1.30
H2 0.32 0.40 -2.30
H3 1.18 1.71 -1.52
H4 0.27 -0.38 2.78

For the frontier orbital gap (alpha / beta), the calculation gives 7.22 / 7.13 eV. For the LUMO energy (alpha / beta), the calculation gives -0.0806 / -0.0830 Ha.

For each atom in turn, the Mulliken charge in e is: Br -0.366; N -0.523; C 0.175; C -0.138; C -0.328; H 0.391; H 0.243; H 0.268; H 0.279


Model three:
Formula: C3H4BrN
Source: the OMol25 dataset
Level of theory: ωB97M-V/def2-TZVPD

Positions of all 9 atoms, in Å:
Br1 2.54 -0.04 -1.15
N1 -0.78 0.29 1.24
C1 0.03 0.19 -0.65
C2 -0.22 -0.86 0.40
C3 -0.47 1.17 0.35
H1 -0.98 -1.71 0.07
H2 -0.67 2.21 0.59
H3 -0.12 0.01 -1.70
H4 0.66 -1.26 0.85

For the frontier orbital gap, the calculation gives 8.17 eV. For the LUMO energy, the calculation gives -0.0617 Ha.

For each atom in turn, the Mulliken charge in e is: Br -0.281; N -0.346; C -0.424; C -0.125; C -0.154; H 0.225; H 0.386; H 0.474; H 0.245


Winner for stability: model one


Model one:
Formula: C29H29N3O3P3PdS3SbSe2
Source: the OMol25 dataset
Level of theory: ωB97M-V/def2-TZVPD

Positions of all 74 atoms, in Å:
Sb1 2.64 -1.24 0.37
Pd1 -0.28 0.25 0.14
Se1 3.62 6.61 -0.06
Se2 -1.96 1.52 1.47
S1 0.87 -1.15 1.94
S2 3.61 1.02 0.67
S3 1.15 -0.73 -1.43
P1 -1.32 3.22 0.28
P2 1.72 5.97 0.45
P3 -1.84 -1.20 -0.46
O1 -2.63 -0.52 -1.62
O2 -1.47 -2.61 -1.02
O3 -2.96 -1.47 0.63
N1 1.03 1.98 0.43
N2 2.67 3.44 0.58
N3 2.32 2.18 0.54
C1 -3.48 2.71 -3.10
C2 -1.75 2.96 -1.45
C3 -0.24 7.67 -0.60
C4 -2.59 5.67 0.04
C5 0.46 6.47 -0.75
C6 0.76 5.55 3.07
C7 -0.79 2.59 -2.39
C8 -2.26 4.83 2.29
C9 -3.43 6.90 1.93
C10 -2.74 -2.33 1.77
C11 -2.92 5.94 2.79
C12 1.54 4.14 0.47
C13 0.35 5.76 -1.94
C14 -1.04 8.13 -1.63
C15 -1.17 7.40 -2.81
C16 -0.48 6.21 -2.96
C17 -2.52 2.35 -4.04
C18 -1.18 2.29 -3.68
C19 -2.09 4.70 0.91
C20 -0.51 -3.59 -0.56
C21 -3.75 -1.16 -2.27
C22 0.94 8.24 3.72
C23 0.43 5.98 4.35
C24 -3.27 6.76 0.56
C25 0.49 3.22 0.38
C26 1.29 7.81 2.45
C27 0.50 7.32 4.67
C28 1.18 6.46 2.11
C29 -3.10 3.00 -1.80
H1 -3.61 -2.22 2.41
H2 -4.13 -0.43 -2.99
H3 0.25 7.66 5.67
H4 -1.03 -4.54 -0.50
H5 0.28 -3.64 -1.30
H6 0.71 4.49 2.84
H7 0.12 5.25 5.09
H8 -1.89 4.07 2.96
H9 0.95 4.86 -2.09
H10 -0.10 -3.31 0.41
H11 -3.67 7.51 -0.11
H12 -2.82 2.12 -5.05
H13 -4.52 2.76 -3.37
H14 -3.42 -2.06 -2.78
H15 0.26 2.54 -2.12
H16 -1.84 -2.03 2.31
H17 -0.43 2.00 -4.41
H18 -1.80 7.77 -3.61
H19 -3.04 6.05 3.86
H20 1.70 8.52 1.74
H21 -0.17 8.24 0.31
H22 -0.56 5.64 -3.88
H23 -3.96 7.75 2.33
H24 -4.52 -1.39 -1.54
H25 -1.57 9.07 -1.52
H26 -2.65 -3.36 1.44
H27 1.03 9.29 3.98
H28 -3.85 3.26 -1.06
H29 -2.44 5.59 -1.03

As for the net charge: +1. For the frontier orbital gap (alpha / beta), the calculation gives 6.52 / 5.23 eV. Its expectation value of S² is 0.758. The spin multiplicity is 2. For the LUMO energy (alpha / beta), the calculation gives -0.1297 / -0.1772 Ha.

For each atom in turn, the Mulliken charge in e is: Sb 0.456; Pd 0.547; Se -0.300; Se -0.396; S -0.437; S -0.143; S -0.614; P -0.269; P -0.140; P 0.719; O 0.072; O -0.296; O -0.305; N 0.528; N -0.937; N 0.296; C -1.116; C 1.074; C -0.281; C -0.129; C 0.668; C -0.026; C -0.273; C -0.522; C -0.692; C -0.635; C -0.871; C -0.324; C -0.145; C -0.738; C -0.695; C -0.824; C -0.576; C -1.040; C 1.220; C -0.692; C -0.839; C -0.907; C -0.764; C -0.983; C 0.668; C -0.376; C -0.517; C 0.685; C -0.209; H 0.274; H 0.236; H 0.419; H 0.288; H 0.284; H 0.432; H 0.449; H 0.413; H 0.645; H 0.283; H 0.489; H 0.477; H 0.468; H 0.299; H 0.458; H 0.266; H 0.536; H 0.409; H 0.477; H 0.516; H 0.368; H 0.464; H 0.434; H 0.332; H 0.491; H 0.270; H 0.429; H 0.587; H 0.588


Model two:
Formula: C29H29N3O3P3PdS3SbSe2
Source: the OMol25 dataset
Level of theory: ωB97M-V/def2-TZVPD

Positions of all 74 atoms, in Å:
Sb1 1.54 -0.02 2.34
Pd1 -0.11 0.20 0.06
Se1 -4.94 -5.20 0.24
Se2 -1.77 1.98 0.56
S1 1.49 1.76 0.76
S2 1.42 -1.53 0.48
S3 -0.89 0.10 2.47
P1 -3.52 0.67 0.27
P2 0.04 0.46 -2.20
P3 -5.10 -3.13 0.36
O1 -0.73 -0.58 -3.08
O2 -0.75 1.78 -2.47
O3 1.42 0.53 -2.91
N1 -1.37 -2.41 -0.41
N2 -2.45 -3.10 -0.22
N3 -1.63 -1.12 -0.22
C1 -7.13 -1.56 -0.87
C2 -4.16 0.21 -2.39
C3 -4.94 -2.14 2.95
C4 -5.77 -2.60 1.94
C5 -2.93 -0.99 0.14
C6 -7.64 -2.58 3.45
C7 -7.12 -2.84 2.20
C8 -4.35 1.55 2.76
C9 -4.89 2.32 -1.46
C10 -6.07 -2.44 -1.01
C11 -4.72 0.56 -3.61
C12 -1.03 2.24 -3.82
C13 -7.80 -1.07 -1.99
C14 -4.73 1.03 1.52
C15 -7.04 1.19 2.16
C16 -5.32 1.89 3.69
C17 -5.45 2.66 -2.68
C18 -5.68 -2.84 -2.29
C19 -4.25 1.09 -1.31
C20 -5.35 1.78 -3.76
C21 -6.08 0.86 1.22
C22 -6.34 -2.35 -3.41
C23 -7.40 -1.46 -3.25
C24 2.74 0.76 -2.34
C25 -5.47 -1.89 4.21
C26 -3.46 -2.28 0.14
C27 -6.82 -2.09 4.46
C28 -0.23 -1.95 -3.26
C29 -6.66 1.72 3.39
H1 -7.75 -3.28 1.43
H2 -1.18 3.31 -3.75
H3 -1.93 1.74 -4.17
H4 -5.79 2.05 -4.71
H5 -6.05 -2.68 -4.39
H6 3.20 -0.20 -2.15
H7 -4.65 -0.13 -4.44
H8 -0.94 -2.43 -3.93
H9 -8.09 1.06 1.93
H10 0.75 -1.90 -3.73
H11 3.30 1.32 -3.08
H12 -8.69 -2.78 3.65
H13 -6.38 0.48 0.25
H14 -5.02 2.31 4.64
H15 2.67 1.33 -1.41
H16 -0.19 2.02 -4.48
H17 -4.82 -1.54 5.01
H18 -4.87 -3.55 -2.40
H19 -5.95 3.61 -2.80
H20 -7.22 -1.90 5.44
H21 -8.64 -0.39 -1.86
H22 -4.96 3.01 -0.63
H23 -3.88 -2.00 2.77
H24 -7.92 -1.08 -4.12
H25 -3.66 -0.75 -2.27
H26 -3.30 1.70 3.00
H27 -0.20 -2.47 -2.31
H28 -7.42 2.00 4.11
H29 -7.47 -1.27 0.12

As for the net charge: +1. For the frontier orbital gap (alpha / beta), the calculation gives 5.16 / 4.36 eV. Its expectation value of S² is 0.763. The spin multiplicity is 2. For the LUMO energy (alpha / beta), the calculation gives -0.1714 / -0.2006 Ha.

For each atom in turn, the Mulliken charge in e is: Sb 0.381; Pd 0.187; Se -0.278; Se -0.130; S -0.441; S -0.343; S -0.002; P 1.146; P 1.122; P -0.107; O -0.216; O -0.210; O -0.298; N -0.891; N -0.663; N 1.548; C -0.223; C -0.166; C -0.248; C 0.532; C -1.217; C -0.817; C -0.360; C -0.780; C -0.595; C 0.593; C -0.978; C -0.688; C -0.624; C 0.681; C -0.665; C -0.797; C -1.005; C -0.632; C 0.752; C -0.713; C -0.566; C -0.789; C -0.612; C -0.441; C -0.613; C 1.246; C -0.574; C -0.813; C -0.694; H 0.504; H 0.241; H 0.195; H 0.501; H 0.515; H 0.275; H 0.471; H 0.238; H 0.499; H 0.326; H 0.258; H 0.442; H 0.639; H 0.471; H 0.157; H 0.354; H 0.459; H 0.489; H 0.452; H 0.444; H 0.444; H 0.553; H 0.497; H 0.442; H 0.522; H 0.274; H 0.391; H 0.424; H 0.522


Winner for stability: model one